[1]
# C4H22NO6

A cluster of 6 separate species, C4H22NO6 in total at a distorted geometry (ωB97M-V/def2-TZVPD, the OMol25 dataset).

Strongest force on any atom   3.62 eV/A
E   -671.54382 a.u.
E_LUMO   -2.95 eV
Charge   +1

Each line ends with the Mulliken charge.
CARTESIAN COORDINATES (ANGSTROEM)
O (0.918, -1.077, 1.129)  -0.52
O (0.637, -2.140, -1.354)  -0.60
O (-2.055, 1.665, 1.949)  -0.58
O (-2.841, 0.134, -0.251)  -0.62
O (-1.403, -1.678, 2.178)  -0.60
O (1.786, 1.206, 2.360)  -0.67
N (-0.118, 1.079, 0.015)  0.08
C (1.806, 0.791, -1.634)  -0.26
C (0.282, -1.165, -2.396)  -0.25
C (1.472, -0.236, -2.702)  -0.90
C (0.602, 1.617, -1.188)  -0.81
H (-0.551, -0.645, -1.940)  0.22
H (-1.574, -2.371, 2.818)  0.29
H (-2.368, 2.581, 1.896)  0.28
H (-2.758, -0.292, 0.618)  0.23
H (1.042, 1.018, 2.948)  0.33
H (1.582, -2.078, -1.164)  0.34
H (-0.823, 1.770, 0.291)  0.39
H (2.511, 1.574, -2.147)  0.29
H (0.134, -1.776, -3.278)  0.31
H (-3.714, -0.217, -0.481)  0.31
H (1.185, 0.479, -3.604)  0.32
H (2.152, 0.339, 2.151)  0.35
H (0.548, 0.918, 0.819)  0.18
H (0.973, 2.586, -0.784)  0.47
H (1.166, -1.725, 1.783)  0.26
H (0.021, 1.808, -2.079)  0.41
H (-2.883, 1.211, 2.158)  0.31
H (2.271, -0.835, -3.067)  0.42
H (-1.323, -0.797, 2.544)  0.31
H (-0.758, 0.306, -0.163)  0.10
H (0.420, -1.503, 0.421)  0.32
H (2.308, 0.345, -0.787)  0.30

Cartesian forces (eV/Å) of the 2 atoms listed first:
O 0.825 0.821 0.072
O -0.008 0.539 -0.046



[2]
# C4H23N2O8

A cluster of 7 separate species, C4H23N2O8 in total at a distorted geometry (ωB97M-V/def2-TZVPD, the OMol25 dataset).

Strongest force on any atom   7.67 eV/A
E   -877.42286 a.u.
E_LUMO   -2.54 eV
Charge   +1

Each line ends with the Mulliken charge.
CARTESIAN COORDINATES (ANGSTROEM)
O (3.864, -1.238, -2.061)  -0.65
O (0.564, 2.602, -2.852)  -0.71
O (2.686, -2.355, 0.222)  -0.68
O (-1.446, 2.562, -0.241)  -0.57
O (2.469, 0.994, -1.677)  -0.72
O (1.058, -2.988, 2.338)  -0.57
O (-4.267, -0.973, -0.585)  -0.57
O (0.570, -1.195, -0.682)  -0.53
N (-1.458, -1.490, 0.905)  -0.05
N (-1.823, 3.397, 1.775)  -0.36
C (-1.042, -0.074, 0.495)  0.22
C (0.420, -0.237, 0.358)  -0.58
C (-1.548, 2.369, 0.946)  0.42
C (-1.557, 1.007, 1.524)  -0.90
H (3.546, -1.890, 0.080)  0.30
H (4.073, -1.651, -3.012)  0.35
H (-1.037, -1.793, 1.792)  0.32
H (3.296, -0.470, -2.188)  0.40
H (0.261, 3.347, -2.294)  0.33
H (1.474, -2.848, 3.077)  0.29
H (0.866, 0.747, 0.155)  0.45
H (-2.475, -1.548, 0.995)  0.36
H (-2.088, 3.326, 2.709)  0.17
H (-0.306, 2.133, -2.945)  0.33
H (1.793, 1.600, -2.118)  0.37
H (-1.201, -2.122, 0.142)  0.40
H (-1.519, 0.032, -0.543)  0.10
H (-4.546, -0.645, -1.448)  0.29
H (0.916, -0.567, 1.221)  0.38
H (1.423, -0.959, -1.160)  0.22
H (3.280, 1.470, -1.469)  0.30
H (-1.764, 4.351, 1.446)  0.25
H (-5.081, -1.098, -0.151)  0.29
H (1.618, -2.572, 1.699)  0.30
H (2.793, -2.962, -0.539)  0.30
H (-2.637, 0.768, 1.539)  0.36
H (-1.174, 0.969, 2.551)  0.36

Cartesian forces (eV/Å) of the 2 atoms listed first:
O 1.143 -2.219 -3.043
O -1.776 -0.064 0.441



[3]
# C4H23N2O8S

A cluster of 8 separate species, C4H23N2O8S in total at a distorted geometry (ωB97M-V/def2-TZVPD, the OMol25 dataset).

Strongest force on any atom   2.48 eV/A
E   -1275.91277 a.u.
E_LUMO   2.81 eV
Charge   -1

Each line ends with the Mulliken charge.
CARTESIAN COORDINATES (ANGSTROEM)
S (1.745, 1.390, -1.342)  -0.63
O (2.140, -2.366, -1.023)  -0.53
O (3.502, -1.317, 2.167)  -0.66
O (-0.716, 0.870, 3.070)  -0.63
O (-2.309, -1.434, 1.367)  -0.70
O (1.563, 0.363, 1.424)  -0.68
O (-1.996, 2.945, 0.647)  -0.68
O (1.379, -3.934, 1.919)  -0.67
O (0.056, -3.105, -3.085)  -0.69
N (-1.269, -0.621, -1.334)  -0.40
N (-2.574, 1.423, -0.829)  -0.17
C (-2.241, 0.320, -1.728)  -1.23
C (0.754, 2.865, -0.815)  -0.87
C (-1.729, 2.385, -0.385)  0.42
C (-0.700, 2.953, -1.346)  -0.36
H (-1.508, -1.689, 1.751)  0.31
H (3.722, -0.802, 2.993)  0.29
H (-2.390, -0.507, 1.648)  0.33
H (2.456, -1.793, -1.752)  0.28
H (-0.789, 2.496, -2.306)  0.26
H (-0.961, 3.990, -1.446)  0.39
H (0.768, -3.462, -2.602)  0.29
H (2.017, -3.194, 1.989)  0.35
H (-1.395, -0.919, -0.397)  0.22
H (0.561, 0.408, 1.340)  0.35
H (1.914, 1.021, 0.759)  0.15
H (-0.339, -2.422, -2.486)  0.37
H (-2.054, 0.700, -2.681)  0.50
H (-3.167, -0.192, -1.864)  0.45
H (0.712, 2.950, 0.270)  0.35
H (-0.295, -0.304, -1.372)  0.36
H (0.128, 1.260, 3.070)  0.30
H (-1.264, 1.635, 2.926)  0.31
H (1.078, -3.895, 0.976)  0.33
H (1.375, 3.674, -1.128)  0.35
H (2.311, -1.939, -0.191)  0.23
H (2.669, -0.873, 1.889)  0.41
H (-3.153, 1.119, -0.092)  0.29

Cartesian forces (eV/Å) of the 2 atoms listed first:
S -0.466 0.286 -0.018
O -0.033 -0.527 -1.165



[4]
# C4H23N2O8S

A cluster of 8 separate species, C4H23N2O8S in total at a distorted geometry (ωB97M-V/def2-TZVPD, the OMol25 dataset).

Strongest force on any atom   7.12 eV/A
E   -1275.79481 a.u.
E_LUMO   2.49 eV
Charge   -1

Each line ends with the Mulliken charge.
CARTESIAN COORDINATES (ANGSTROEM)
S (1.456, 0.223, -0.102)  -0.63
O (-0.817, -1.951, -1.919)  -0.58
O (2.484, -1.499, -4.811)  -0.63
O (-0.853, 0.887, -4.296)  -0.69
O (2.807, -4.566, 0.272)  -0.65
O (-4.068, -2.083, -3.011)  -0.61
O (-1.508, 3.397, 4.144)  -0.66
O (1.369, 0.572, -2.963)  -0.65
O (-0.250, -1.668, 1.700)  -0.62
N (-0.895, 2.735, 2.148)  -0.13
N (-0.885, 0.428, 4.329)  -0.39
C (0.044, 1.565, 4.316)  -0.39
C (-0.730, 2.654, 3.577)  0.42
C (0.346, 2.390, 1.460)  -0.29
C (0.343, 1.769, -0.028)  -0.72
H (0.292, 2.056, 5.324)  0.20
H (1.998, -4.773, -0.279)  0.32
H (-1.784, 0.626, 4.823)  0.20
H (1.133, 1.490, -2.662)  0.32
H (1.725, -1.038, -4.320)  0.39
H (1.104, 1.788, 2.058)  0.10
H (0.114, 0.597, -4.039)  0.41
H (-1.358, 0.284, -3.792)  0.27
H (-0.741, -0.412, 3.789)  0.18
H (-0.950, -0.990, -1.681)  0.30
H (-3.919, -2.796, -3.553)  0.29
H (0.676, 2.638, -0.747)  0.31
H (1.587, 0.141, -2.081)  0.20
H (-1.577, 3.306, 1.684)  0.24
H (-0.342, -2.432, -1.303)  0.27
H (0.000, -0.787, 1.720)  0.23
H (-3.498, -2.085, -2.298)  0.31
H (2.387, -4.137, 1.087)  0.33
H (0.553, -2.083, 1.545)  0.30
H (0.788, 3.364, 1.200)  0.23
H (0.990, 1.376, 3.777)  0.35
H (-0.626, 1.379, -0.313)  0.21
H (2.607, -2.369, -4.757)  0.26

Cartesian forces (eV/Å) of the 2 atoms listed first:
S -0.203 1.188 0.695
O -2.506 2.425 -2.588